A cluster of 2 separate species, C4H13NO2 in total in a non-equilibrium geometry, computed with wB97M-V/def2-TZVPD.

Last columns: bonded neighbours and bond lengths (Å).
Positions of all 20 atoms, in Å:
1 N -0.47 1.81 -1.02  C2 1.594, H7 1.035, H8 0.999
2 C 0.84 1.08 -0.48  N1 1.594, C3 1.546, H9 1.158, H10 1.084
3 C 0.62 -0.12 0.47  C2 1.546, C4 1.528, H11 1.075, H12 1.073
4 C -0.43 -1.08 -0.07  C3 1.528, C5 1.505, H13 1.112, H14 1.021
5 C 0.02 -1.69 -1.37  C4 1.505, O6 1.464, H15 1.103, H16 1.114
6 O 1.47 -1.78 -1.52  C5 1.464, H17 1.012
7 H -0.64 2.28 -0.11  N1 1.035
8 H -0.32 2.50 -1.72  N1 0.999
9 H 1.60 1.87 -0.09  C2 1.158
10 H 1.38 0.71 -1.34  C2 1.084
11 H 1.56 -0.57 0.75  C3 1.075
12 H 0.17 0.28 1.36  C3 1.073
13 H -0.37 -1.85 0.73  C4 1.112
14 H -1.31 -0.58 -0.19  C4 1.021
15 H -0.08 -2.79 -1.32  C5 1.103
16 H -0.47 -1.23 -2.25  C5 1.114
17 H 1.67 -2.24 -0.64  O6 1.012
18 O -2.01 1.11 3.28  H19 1.002, H20 0.944
19 H -2.17 1.25 2.30  O18 1.002
20 H -1.07 1.04 3.22  O18 0.944

SMILES string = NCCCCO.O
energy above the lowest of the compared OMol25 structures with the same formula, charge and spin = 50.84 kcal/mol